6 unconnected molecules or ions with the total composition C30H77B3N6O11S, computed with ωB97M-V/def2-TZVPD.

Properties
**E_LUMO**: -0.01 eV
**E_tot**: -76689.68058 eV

```
! RIJCOSX wB97M-V def2-TZVPD def2/J DEFGRID3
* xyz 0 1
C 1.971 -4.240 2.265
C 3.376 -3.877 2.757
C 3.271 -3.407 4.221
C 4.005 -2.781 1.876
C 4.229 -3.222 0.420
C 5.339 -2.333 2.464
O 6.014 -1.422 1.591
B 5.978 -0.099 1.842
O 5.186 0.489 2.822
B 4.775 1.785 2.510
C 3.246 2.108 2.555
C 2.556 1.064 1.651
C 1.070 1.327 1.374
S -0.013 0.307 2.430
O 5.756 2.668 2.081
B 6.890 2.004 1.642
C 8.339 2.598 1.891
O 8.521 2.589 3.329
N 9.446 1.541 3.665
O 8.980 0.806 4.431
O 6.733 0.768 1.051
H 1.306 -3.376 2.350
H 1.563 -5.046 2.880
H 1.954 -4.583 1.232
H 4.012 -4.769 2.706
H 2.395 -3.850 4.698
H 3.152 -2.322 4.272
H 4.147 -3.689 4.807
H 3.301 -1.940 1.883
H 5.231 -3.635 0.295
H 4.127 -2.373 -0.256
H 3.502 -3.967 0.103
H 5.228 -1.907 3.461
H 5.983 -3.212 2.555
H 3.014 3.130 2.255
H 2.910 1.940 3.584
H 2.646 0.108 2.163
H 3.093 0.989 0.700
H 0.785 2.360 1.565
H 0.849 1.067 0.340
H 0.650 -0.848 2.283
H 9.105 1.972 1.426
H 8.457 3.622 1.530
C 7.483 6.384 -2.694
O 7.014 6.276 -1.365
C 5.616 6.410 -1.196
C 4.808 5.139 -1.485
C 4.655 4.822 -2.969
N 5.354 3.966 -0.799
H 6.898 7.115 -3.262
H 7.460 5.426 -3.218
H 8.517 6.724 -2.647
H 5.479 6.666 -0.142
H 5.243 7.254 -1.791
H 3.805 5.317 -1.081
H 5.562 4.377 -3.377
H 3.849 4.103 -3.115
H 4.421 5.718 -3.547
H 5.346 4.124 0.204
H 6.341 3.910 -1.038
C -1.926 -3.756 1.510
O -1.140 -2.873 0.738
C -1.349 -2.915 -0.658
C -2.558 -2.105 -1.140
C -3.902 -2.767 -0.854
N -2.568 -0.743 -0.593
H -2.093 -4.703 0.983
H -2.890 -3.322 1.785
H -1.375 -3.960 2.430
H -0.451 -2.472 -1.097
H -1.404 -3.956 -1.005
H -2.453 -2.027 -2.228
H -4.195 -2.642 0.189
H -4.683 -2.311 -1.463
H -3.876 -3.835 -1.078
H -1.718 -0.263 -0.877
H -2.483 -0.807 0.418
C -6.117 2.528 -3.868
O -5.560 1.559 -3.001
C -5.420 0.261 -3.542
C -4.177 0.057 -4.418
C -4.281 0.695 -5.800
N -2.952 0.520 -3.765
H -6.881 2.089 -4.519
H -5.355 3.011 -4.485
H -6.579 3.295 -3.249
H -5.337 -0.401 -2.677
H -6.331 -0.018 -4.090
H -4.080 -1.025 -4.563
H -4.113 1.771 -5.755
H -3.522 0.277 -6.461
H -5.260 0.519 -6.249
H -2.808 -0.006 -2.909
H -3.111 1.474 -3.453
C -4.162 -8.925 2.212
O -3.446 -7.705 2.198
C -2.218 -7.709 2.898
C -1.033 -8.308 2.130
C -1.049 -9.831 2.051
N -0.902 -7.764 0.777
H -4.041 -9.444 3.168
H -3.853 -9.592 1.404
H -5.215 -8.684 2.074
H -1.995 -6.655 3.088
H -2.337 -8.199 3.874
H -0.135 -8.015 2.685
H -1.754 -10.184 1.298
H -0.064 -10.199 1.768
H -1.318 -10.277 3.011
H -0.751 -6.761 0.825
H -1.795 -7.873 0.303
C -5.960 7.060 -2.925
O -6.745 5.913 -2.664
C -6.794 5.507 -1.308
C -7.788 6.281 -0.436
C -7.325 7.684 -0.056
N -9.120 6.369 -1.039
H -5.082 7.097 -2.272
H -6.531 7.984 -2.809
H -5.625 6.995 -3.960
H -7.110 4.461 -1.332
H -5.786 5.531 -0.871
H -7.888 5.705 0.490
H -7.458 8.385 -0.880
H -7.914 8.055 0.782
H -6.273 7.691 0.236
H -9.497 5.436 -1.173
H -9.018 6.745 -1.978
*
```

=====

7 unconnected molecules or ions with the total composition C30H77F6N5O7P in a non-equilibrium geometry, computed with ωB97M-V/def2-TZVPD.

Properties
**E_LUMO**: -6.55 eV
**E_tot**: -79714.07978 eV

```
! RIJCOSX wB97M-V def2-TZVPD def2/J DEFGRID3
* xyz 3 1
O -1.219 -0.050 -0.320
C -1.414 -0.138 1.015
O -1.040 -1.137 1.612
O -2.202 0.698 1.453
H -1.615 0.818 -0.423
C 7.165 0.394 -2.491
C 5.761 0.911 -2.753
C 4.770 -0.261 -3.048
N 3.262 0.121 -3.047
C 3.031 1.411 -3.903
C 1.487 1.669 -4.171
C 0.820 0.414 -4.600
C 0.901 -0.678 -3.594
C 2.400 -1.114 -3.301
C 2.903 0.533 -1.586
H 7.876 1.186 -2.258
H 7.577 -0.163 -3.333
H 7.186 -0.424 -1.771
H 5.767 1.637 -3.566
H 5.548 1.473 -1.844
H 4.940 -0.944 -2.216
H 5.059 -0.746 -3.981
H 3.548 1.192 -4.837
H 3.618 2.271 -3.580
H 1.329 2.554 -4.787
H 0.996 2.063 -3.282
H 1.316 0.143 -5.532
H -0.188 0.629 -4.955
H 0.332 -1.551 -3.915
H 0.381 -0.226 -2.750
H 2.827 -1.500 -4.227
H 2.486 -1.848 -2.500
H 3.301 1.534 -1.418
H 3.321 -0.247 -0.951
H 1.832 0.668 -1.431
C -3.722 3.691 0.725
N -2.509 4.467 1.282
C -1.599 4.989 0.108
C -3.026 5.709 2.059
C -1.458 3.721 2.208
C -2.019 3.165 3.492
O -3.152 2.423 3.229
H -4.368 3.423 1.561
H -3.365 2.749 0.311
H -4.381 4.257 0.066
H -2.196 5.508 -0.640
H -1.234 4.074 -0.360
H -0.837 5.654 0.514
H -2.140 6.215 2.445
H -3.510 5.246 2.919
H -3.755 6.279 1.483
H -0.783 4.525 2.500
H -0.974 3.075 1.475
H -2.174 3.893 4.289
H -1.262 2.475 3.864
H -3.032 1.729 2.577
C 3.699 2.255 3.484
N 3.015 2.046 4.858
C 4.167 2.026 5.892
C 2.075 3.193 5.298
C 2.410 0.625 4.737
C 1.330 0.481 3.586
O 0.773 -0.792 3.726
H 4.523 1.552 3.366
H 4.119 3.260 3.443
H 2.977 2.204 2.669
H 4.927 1.336 5.523
H 3.739 1.642 6.818
H 4.549 3.035 6.045
H 1.241 3.287 4.602
H 2.614 4.137 5.216
H 1.801 3.034 6.341
H 1.879 0.616 5.689
H 3.230 -0.091 4.787
H 1.689 0.572 2.561
H 0.574 1.266 3.556
H 0.200 -0.915 2.966
C -4.787 -1.234 -1.100
N -4.369 -2.609 -1.621
C -3.221 -3.163 -0.633
C -5.515 -3.720 -1.478
C -3.767 -2.484 -3.092
C -4.780 -2.293 -4.280
O -5.802 -1.346 -4.033
H -4.181 -0.435 -1.525
H -4.782 -1.219 -0.010
H -5.830 -1.198 -1.416
H -3.700 -3.121 0.345
H -2.300 -2.580 -0.589
H -3.048 -4.220 -0.833
H -6.310 -3.477 -2.184
H -5.973 -3.740 -0.489
H -5.060 -4.701 -1.613
H -3.173 -3.386 -3.242
H -3.085 -1.641 -2.981
H -5.061 -3.212 -4.795
H -4.131 -1.800 -5.004
H -6.402 -1.218 -4.771
C 2.655 -4.448 1.366
N 1.182 -4.256 0.860
C 1.097 -2.999 0.026
C 0.812 -5.458 -0.057
C 0.195 -4.039 2.033
C -0.252 -5.411 2.664
O 0.787 -6.298 2.921
H 3.428 -4.316 0.608
H 2.702 -5.433 1.829
H 2.837 -3.704 2.141
H 1.774 -2.890 -0.821
H 1.329 -2.207 0.738
H 0.086 -2.844 -0.353
H 0.790 -6.370 0.541
H 1.489 -5.564 -0.904
H -0.208 -5.295 -0.406
H -0.657 -3.461 1.676
H 0.727 -3.401 2.738
H -1.000 -5.941 2.076
H -0.749 -5.277 3.625
H 0.590 -6.802 3.714
P -3.181 2.270 -2.921
F -2.794 0.753 -3.316
F -4.258 2.222 -4.138
F -4.393 1.735 -1.915
F -3.672 3.833 -2.604
F -2.092 2.291 -1.737
F -2.048 2.780 -4.018
*
```

=====

5 unconnected molecules or ions with the total composition C30H77N5O9Si in a non-equilibrium geometry, computed with ωB97M-V/def2-TZVPD.

Properties
**E_LUMO**: 0.51 eV
**E_tot**: -66108.19670 eV

```
! RIJCOSX wB97M-V def2-TZVPD def2/J DEFGRID3
* xyz 0 1
C -5.036 0.725 1.392
O -4.360 1.944 1.624
C -4.273 2.249 3.007
C -2.801 2.090 3.545
N -1.868 1.968 2.388
Si -2.563 0.732 4.854
C -2.741 -1.038 4.190
C -0.828 0.892 5.633
C -3.813 0.967 6.297
H -5.048 0.055 2.257
H -4.571 0.190 0.557
H -6.074 0.924 1.089
H -5.012 1.693 3.594
H -4.509 3.315 3.090
H -2.522 3.039 4.025
H -1.934 1.028 2.017
H -0.943 2.060 2.790
H -3.581 -1.044 3.479
H -2.977 -1.731 5.002
H -1.855 -1.378 3.644
H -0.066 0.823 4.850
H -0.684 0.124 6.395
H -0.674 1.862 6.124
H -3.429 0.380 7.134
H -3.868 2.040 6.510
H -4.809 0.644 5.976
C -2.351 1.539 -0.702
O -1.309 1.624 -1.659
C -0.972 0.384 -2.266
C -1.489 0.285 -3.695
N -2.939 0.142 -3.746
C -3.555 0.402 -5.049
C -3.260 1.711 -5.788
O -3.850 2.873 -5.229
C -3.229 3.369 -4.059
H -2.322 2.441 -0.098
H -3.340 1.480 -1.167
H -2.204 0.679 -0.043
H -1.297 -0.463 -1.655
H 0.121 0.362 -2.303
H -1.030 -0.585 -4.178
H -1.142 1.179 -4.222
H -3.359 0.761 -3.068
H -4.636 0.347 -4.902
H -3.286 -0.426 -5.715
H -3.702 1.618 -6.782
H -2.187 1.870 -5.951
H -2.140 3.294 -4.106
H -3.609 2.855 -3.175
H -3.494 4.422 -3.958
C 4.033 -1.678 10.628
O 4.949 -1.507 9.563
C 5.211 -2.687 8.811
C 4.504 -2.680 7.462
N 3.061 -2.846 7.593
C 2.273 -2.495 6.409
C 2.455 -1.126 5.743
O 1.933 -0.022 6.465
C 2.701 0.396 7.577
H 4.136 -0.820 11.292
H 2.998 -1.702 10.276
H 4.246 -2.586 11.198
H 4.975 -3.587 9.386
H 6.287 -2.691 8.622
H 4.900 -3.499 6.853
H 4.770 -1.740 6.967
H 2.731 -2.290 8.368
H 1.222 -2.582 6.694
H 2.456 -3.264 5.650
H 1.882 -1.150 4.813
H 3.494 -0.934 5.450
H 3.775 0.343 7.382
H 2.445 -0.192 8.461
H 2.442 1.432 7.794
C 0.072 -0.564 -8.639
O -1.081 0.228 -8.425
C -1.011 1.541 -8.975
C -1.838 1.673 -10.245
N -1.245 0.956 -11.368
C -2.130 0.724 -12.512
C -3.500 0.066 -12.304
O -3.472 -1.318 -11.995
C -3.099 -1.638 -10.669
H 0.028 -1.404 -7.945
H 0.103 -0.974 -9.652
H 0.988 0.000 -8.444
H 0.024 1.858 -9.130
H -1.446 2.204 -8.223
H -1.919 2.733 -10.505
H -2.845 1.311 -10.009
H -0.901 0.063 -11.049
H -1.575 0.103 -13.218
H -2.295 1.689 -13.005
H -4.028 0.130 -13.257
H -4.122 0.604 -11.580
H -3.516 -0.936 -9.942
H -2.013 -1.682 -10.576
H -3.483 -2.633 -10.443
C 6.160 -1.671 3.728
O 5.005 -0.881 3.941
C 5.075 0.433 3.392
C 4.250 0.572 2.120
N 4.840 -0.139 0.991
C 3.946 -0.360 -0.149
C 2.580 -1.016 0.074
O 2.615 -2.401 0.378
C 3.014 -2.725 1.695
H 6.117 -2.511 4.421
H 6.194 -2.079 2.715
H 7.075 -1.105 3.925
H 6.111 0.746 3.239
H 4.640 1.095 4.145
H 4.173 1.634 1.866
H 3.242 0.214 2.355
H 5.182 -1.035 1.302
H 4.493 -0.978 -0.865
H 3.779 0.608 -0.635
H 2.035 -0.950 -0.869
H 1.969 -0.481 0.811
H 2.611 -2.027 2.432
H 4.103 -2.769 1.766
H 2.636 -3.722 1.925
*
```